(1)
Computed, not measured: a molecular structure, C31H34N8RhSSi, with ωB97M-V/def2-TZVPD.

## Properties
- Gap between HOMO and LUMO: 6.6843 eV
- Energy relative to the best compared isomer or geometry (same formula, charge and spin): 0.864 eV
- Net charge: +1

Structure (XYZ):
```
76
Properties=species:S:1:pos:R:3:forces:R:3
Rh 1.1020 -0.9287 -0.5442 -0.473 -0.346 -0.107
C -2.6313 -2.7926 3.1666 0.102 -0.051 0.056
Si -3.7558 -2.2784 1.7816 0.036 0.018 -0.043
C -4.8081 -3.7060 1.2236 -0.058 -0.058 -0.049
C -4.8185 -0.8433 2.3234 -0.087 0.050 0.024
C -2.8269 -1.6304 0.2449 0.044 0.037 -0.018
C -3.6057 -1.1555 -0.8146 -0.014 -0.021 0.011
C -3.0498 -0.5671 -1.9436 0.009 0.005 0.004
C -1.6781 -0.4293 -1.9989 0.006 0.128 -0.049
N -0.9137 -0.8815 -1.0092 0.119 -0.147 0.091
C -1.4519 -1.4910 0.0662 -0.025 -0.170 0.029
S -0.1188 -2.0088 1.1054 -0.054 -0.026 0.234
H -3.2532 -3.0826 4.0185 0.013 -0.001 -0.018
H -1.9662 -1.9927 3.4959 -0.029 -0.008 0.000
H -2.0144 -3.6519 2.8980 -0.001 0.014 0.016
H -5.4435 -4.0481 2.0442 0.014 -0.002 -0.022
H -4.1916 -4.5487 0.9037 -0.016 0.009 -0.001
H -5.4624 -3.4330 0.3924 0.006 -0.020 0.019
H -5.4764 -1.1504 3.1403 0.019 0.020 -0.008
H -5.4540 -0.4764 1.5141 0.004 0.007 0.025
H -4.2142 -0.0067 2.6830 -0.004 -0.015 -0.012
H -4.6860 -1.2449 -0.7575 0.016 0.019 -0.001
H -3.6636 -0.2148 -2.7600 -0.004 0.002 0.009
H -1.1772 0.0560 -2.8259 0.018 -0.011 0.002
C 3.4780 -1.4855 1.4088 -0.019 0.100 -0.084
N 3.0332 -1.0765 0.0628 -0.207 -0.423 0.262
C 3.8964 -0.9360 -0.8856 0.230 0.144 -0.295
C 3.4225 -0.6097 -2.1838 -0.011 -0.174 0.301
C 4.0260 -0.2101 -3.3678 0.042 0.058 -0.199
C 2.9821 0.0557 -4.2663 0.148 0.010 0.023
C 1.7959 -0.1877 -3.5854 -0.131 -0.180 0.044
N 2.0493 -0.6116 -2.3295 0.152 0.504 0.087
C 4.1210 -2.8506 1.4249 -0.016 -0.030 -0.032
C 3.4487 -3.9531 0.9010 -0.010 0.022 0.012
C 4.0376 -5.2057 0.9171 0.021 -0.004 0.010
C 5.3063 -5.3715 1.4621 -0.016 -0.001 -0.007
C 5.9787 -4.2808 1.9874 -0.006 0.030 0.006
C 5.3872 -3.0223 1.9659 0.039 -0.021 -0.016
H 2.6023 -1.4690 2.0566 -0.035 0.027 -0.003
H 4.1779 -0.7404 1.7927 0.010 0.011 0.008
H 4.9571 -1.0640 -0.6764 -0.017 0.045 -0.038
H 5.0863 -0.1311 -3.5515 -0.028 -0.020 -0.017
H 3.0706 0.3693 -5.2933 0.007 0.000 0.017
H 0.7886 -0.1213 -3.9670 0.005 0.054 0.024
H 2.4551 -3.8310 0.4824 -0.001 -0.006 0.006
H 3.5082 -6.0566 0.5083 0.003 0.009 0.005
H 5.7665 -6.3507 1.4759 -0.005 0.008 -0.003
H 6.9665 -4.4035 2.4117 -0.009 0.001 -0.003
H 5.9182 -2.1700 2.3752 -0.007 -0.011 -0.003
C -0.8758 1.1789 1.7614 -0.010 0.008 -0.003
C 0.2017 1.6535 0.8546 -0.040 -0.135 -0.041
N 1.0189 0.9398 0.0802 0.346 0.470 -0.432
C 1.8700 1.8303 -0.5675 -0.076 0.005 0.057
C 1.5563 3.0819 -0.1823 -0.036 0.020 0.038
N 0.5099 2.9569 0.7044 0.060 0.051 0.133
C -0.1858 4.0932 1.3021 0.016 0.010 -0.115
N -0.6373 4.9746 0.2723 -0.071 0.077 0.161
N -0.2425 6.2802 0.2714 -0.014 -0.034 -0.148
N -0.8030 6.8854 -0.6964 -0.005 -0.132 0.044
C -1.6052 5.9831 -1.3766 0.014 0.193 -0.057
C -2.4134 6.1595 -2.5029 -0.013 0.013 0.009
C -3.1009 5.0593 -2.9584 0.007 -0.039 0.008
C -2.9913 3.8057 -2.3181 -0.005 0.038 -0.019
C -2.1966 3.6174 -1.2098 0.032 0.031 0.016
C -1.5083 4.7467 -0.7523 0.008 -0.144 0.021
H -0.7050 0.1360 2.0091 -0.024 0.011 0.012
H -1.8599 1.2752 1.2947 0.015 -0.014 0.003
H -0.8782 1.7479 2.6898 0.010 0.013 -0.014
H 2.6184 1.5009 -1.2642 0.011 -0.005 0.010
H 1.9570 4.0407 -0.4631 0.000 -0.013 0.017
H 0.4873 4.6620 1.9398 0.006 0.026 0.001
H -1.0190 3.7198 1.8922 -0.002 -0.036 -0.007
H -2.4896 7.1249 -2.9839 0.007 -0.012 0.001
H -3.7398 5.1483 -3.8264 0.001 -0.004 0.012
H -3.5536 2.9691 -2.7131 0.001 0.004 0.002
H -2.1147 2.6493 -0.7309 -0.018 0.014 -0.005
```
Forces are in eV/Å.

Atomic partial charges in e from the Löwdin method, atoms 1 to 4:
1. Rh 1.014
2. C -0.198
3. Si 0.505
4. C -0.166

---

(2)
Computed, not measured: a molecular structure, C31H34NO4PSe2V, with ωB97M-V/def2-TZVPD.

## Properties
- 2S+1: 3
- Gap between HOMO and LUMO (spin up / spin down): 6.5458 / 7.4672 eV
- Energy relative to the best compared isomer or geometry (same formula, charge and spin): 0.287 eV
- Net charge: +1

Structure (XYZ):
```
74
Properties=species:S:1:pos:R:3:forces:R:3
V 0.3524 -1.1331 0.7318 -0.012 -0.693 0.012
Se 1.8897 -1.8408 2.6260 0.149 0.024 0.011
P 3.2381 -1.9144 0.9177 0.307 0.117 -0.040
Se 2.0190 -1.9332 -0.9127 0.218 0.221 -0.059
C 4.2975 -3.3815 1.0043 -0.205 0.154 -0.035
C 4.6997 -4.0217 -0.1642 -0.011 0.061 0.103
C 5.5674 -5.0992 -0.0826 -0.010 0.009 -0.035
C 6.0267 -5.5276 1.1554 0.030 -0.040 -0.046
C 5.6216 -4.8870 2.3173 -0.055 0.080 0.082
C 4.7508 -3.8099 2.2483 0.019 -0.069 -0.108
C 4.3504 -0.4750 0.9015 -0.275 -0.266 -0.059
C 4.6577 0.1673 -0.2918 0.023 -0.010 0.058
C 5.5560 1.2240 -0.2835 -0.001 0.001 -0.040
C 6.1410 1.6307 0.9065 -0.020 -0.016 -0.036
C 5.8284 0.9852 2.0960 0.010 0.001 0.053
C 4.9295 -0.0683 2.0996 0.019 0.039 -0.030
H 4.3307 -3.6766 -1.1223 0.040 -0.056 -0.030
H 5.8824 -5.6027 -0.9865 0.013 -0.015 0.010
H 6.7025 -6.3703 1.2138 0.002 -0.001 0.005
H 5.9766 -5.2262 3.2810 0.013 -0.019 -0.009
H 4.4117 -3.3123 3.1482 0.034 -0.043 0.042
H 4.1911 -0.1496 -1.2153 0.019 0.033 -0.012
H 5.7936 1.7276 -1.2109 0.018 0.019 0.013
H 6.8400 2.4562 0.9072 0.005 0.003 0.014
H 6.2813 1.3079 3.0238 0.000 0.002 0.002
H 4.6666 -0.5603 3.0279 0.017 0.019 0.016
C 0.4421 -4.5871 0.2440 -0.077 -0.035 0.094
O -0.2550 -3.4709 0.8040 0.015 0.307 -0.175
C -1.6675 -3.5393 0.6754 0.039 0.139 -0.027
C -2.1839 -2.6633 1.7805 -0.131 -0.212 -0.014
O -1.5174 -1.4071 1.6530 0.053 0.218 0.160
C -1.9475 -0.4371 2.6147 -0.039 0.185 0.162
H 0.0534 -5.5048 0.6886 -0.017 0.002 -0.015
H 1.4892 -4.4740 0.5054 0.011 -0.021 -0.017
H 0.3288 -4.6102 -0.8406 0.025 -0.020 -0.004
H -2.0208 -4.5641 0.8036 -0.028 0.006 -0.001
H -1.9830 -3.1604 -0.3043 0.022 -0.099 0.010
H -1.9365 -3.1007 2.7506 -0.069 0.049 0.046
H -3.2602 -2.5061 1.6880 -0.006 0.010 0.076
H -3.0020 -0.2097 2.4609 0.000 -0.002 -0.054
H -1.3528 0.4633 2.4716 -0.016 0.000 -0.038
H -1.7941 -0.8091 3.6291 0.035 -0.064 -0.033
C -7.1048 3.8235 -1.4481 0.073 -0.062 -0.039
C -6.0221 3.0635 -2.1687 -0.052 0.017 -0.074
C -6.2359 2.6380 -3.4755 -0.022 0.002 0.018
C -5.2683 1.9309 -4.1694 0.035 -0.012 0.000
C -4.0525 1.6687 -3.5648 0.054 0.027 -0.035
C -3.8202 2.0973 -2.2645 -0.081 0.012 0.047
N -2.5676 1.7907 -1.6630 -0.064 -0.101 -0.029
C -1.6548 2.7187 -1.2692 0.252 0.040 0.001
C -1.8458 4.0838 -1.5636 -0.022 -0.037 0.024
C -0.9264 5.0273 -1.1739 -0.064 -0.103 -0.015
C 0.2266 4.6712 -0.4673 0.119 0.143 0.037
C 0.4384 3.3535 -0.1647 -0.008 -0.087 0.057
C -0.4790 2.3595 -0.5522 -0.196 -0.037 -0.134
C -0.1906 0.9925 -0.1846 -0.236 0.349 -0.464
O -0.8260 -0.0279 -0.6071 0.223 0.009 0.047
O 0.7682 0.7279 0.6567 -0.146 -0.232 0.354
C -4.8062 2.7735 -1.5373 0.023 -0.062 0.009
C -4.5810 3.1642 -0.1025 -0.014 -0.006 -0.050
H -7.9593 3.9795 -2.1031 -0.009 0.027 0.009
H -6.7456 4.7983 -1.1139 -0.026 0.005 0.033
H -7.4528 3.2805 -0.5674 -0.017 0.024 0.013
H -7.1809 2.8612 -3.9549 -0.007 0.008 0.010
H -5.4536 1.6030 -5.1833 -0.002 -0.003 -0.005
H -3.2642 1.1506 -4.0967 -0.009 -0.005 -0.010
H -2.2652 0.8301 -1.6749 0.002 0.001 0.077
H -2.7206 4.3746 -2.1279 -0.004 0.011 -0.006
H -1.0980 6.0642 -1.4329 -0.002 0.006 0.000
H 0.9409 5.4284 -0.1765 0.010 -0.027 0.017
H 1.3208 3.0412 0.3773 0.010 0.027 0.000
H -4.2271 4.1949 -0.0185 -0.007 0.003 0.036
H -3.8359 2.5207 0.3644 0.017 0.031 -0.002
H -5.5055 3.0872 0.4670 0.007 0.015 0.021
```
Forces are in eV/Å.

Atomic partial charges in e from the Löwdin method, atoms 1 to 4:
1. V 0.539
2. Se 0.488
3. P 0.309
4. Se 0.569

---

Calculated molecular weight in order - 681.73 724.45 u
Calculated max |F| in order - 0.726 0.693 eV/Å
Calculated total energy in order - -66336.750 -208046.406 eV